{
  "formula": "C28H22AsN3O6PSSe2V",
  "method": "ωB97M-V/def2-TZVPD",
  "elements": ["V", "Se", "P", "Se", "C", "C", "C", "C", "C", "C", "C", "C", "C", "C", "C", "C", "H", "H", "H", "H", "H", "H", "H", "H", "H", "H", "O", "As", "O", "O", "C", "C", "C", "C", "C", "C", "S", "O", "O", "O", "H", "H", "H", "H", "H", "N", "C", "C", "C", "C", "C", "C", "C", "N", "C", "C", "N", "C", "H", "H", "H", "H", "H", "H", "H"],
  "xyz": [[1.42083, 0.07557, 0.24903], [0.85529, 2.24056, 1.79954], [-0.79562, 3.48711, 1.23751], [-2.64647, 2.50985, 1.01344], [-0.87696, 4.77137, 2.55033], [0.16547, 5.60513, 2.88939], [0.04659, 6.50302, 3.96541], [-1.13738, 6.51618, 4.70596], [-2.20953, 5.69606, 4.35597], [-2.07059, 4.85277, 3.29184], [-0.28369, 4.39978, -0.27621], [-1.23905, 5.02569, -1.06957], [-0.92080, 5.55719, -2.30384], [0.37652, 5.43464, -2.78837], [1.31774, 4.78641, -2.00618], [1.00710, 4.32571, -0.73353], [1.09643, 5.58478, 2.34592], [0.87372, 7.13707, 4.21842], [-1.21284, 7.19649, 5.55181], [-3.13730, 5.73770, 4.94698], [-2.89951, 4.18845, 3.02525], [-2.26183, 5.02993, -0.71359], [-1.67660, 6.01391, -2.92440], [0.63598, 5.80474, -3.75101], [2.32275, 4.62234, -2.38031], [1.74065, 3.82012, -0.13234], [3.50859, -0.16931, -3.48076], [2.92595, -0.83892, -1.90691], [1.28921, -0.54162, -1.84660], [3.48072, -0.05920, -0.55648], [3.23190, -2.71033, -1.83905], [4.02942, -3.49811, -2.64966], [4.28267, -4.82053, -2.31918], [3.69165, -5.33283, -1.16879], [2.91972, -4.53344, -0.33810], [2.67042, -3.20185, -0.65531], [2.32703, -1.59560, 1.86730], [3.68686, -1.96706, 2.06134], [1.35629, -2.34273, 2.60140], [1.91147, -2.39064, 0.07334], [3.31394, 0.79270, -3.43897], [4.46947, -3.05191, -3.53978], [4.92152, -5.46250, -2.94460], [3.83017, -6.37237, -0.89950], [2.46897, -4.93588, 0.53863], [-4.52375, -8.12516, -2.18960], [-4.13135, -7.14948, -1.72993], [-3.53551, -5.94390, -1.24081], [-4.21045, -5.02957, -0.41689], [-3.59462, -3.85500, -0.05453], [-2.27577, -3.57403, -0.41966], [-1.59680, -4.44137, -1.26741], [-2.23821, -5.64810, -1.66485], [-1.70570, -2.40395, 0.12907], [-2.03178, -1.90074, 1.40938], [-1.33433, -0.76139, 1.50993], [-0.58482, -0.58485, 0.38321], [-0.81819, -1.57569, -0.42810], [-5.23904, -5.21521, -0.12793], [-4.15943, -3.15310, 0.51152], [-0.59733, -4.17405, -1.62968], [-1.78036, -6.34069, -2.36127], [-2.71883, -2.35329, 2.08306], [-1.31022, -0.02579, 2.30340], [-0.42040, -1.63505, -1.42468]],
  "mulliken_spin": [2.910, 0.016, 0.022, 0.003, -0.005, 0.002, 0.001, 0.000, 0.000, -0.001, -0.008, -0.001, 0.000, 0.001, -0.005, 0.015, 0.000, 0.000, 0.000, 0.000, 0.000, 0.000, 0.000, 0.000, 0.000, 0.003, 0.002, -0.004, 0.026, 0.010, 0.005, -0.002, 0.000, 0.001, 0.005, -0.008, 0.022, 0.002, 0.011, -0.036, 0.000, 0.000, 0.000, 0.000, -0.001, 0.000, 0.000, 0.001, 0.000, 0.000, 0.000, 0.001, -0.001, 0.003, -0.036, 0.031, -0.008, 0.041, 0.000, 0.000, 0.000, 0.000, -0.001, -0.008, -0.008],
  "e_above_lowest_kj_mol": 24.4,
  "s2": 3.758,
  "lumo_ev": [1.81, 1.80],
  "charge": -1,
  "total_energy_ev": -283495.86352,
  "homo_lumo_gap_ev": [6.6, 6.9],
  "multiplicity": 4,
  "e_homo_ev": [-4.840, -5.099]
}